Record 1
84
Properties=species:S:1:pos:R:3:forces:R:3 method="wB97M-V/def2-TZVPD" smiles="CCOS(C)(=O)=O.CCOS(C)(=O)=O.CCOS(C)(=O)=O.CCOS(C)(=O)=O.CCOS(C)(=O)=O.CCO" total_energy_ha=-3869.96843 orbital_gap_ev=10.97 homo_energy_ev=-10.9
C -6.708022 18.068649 -48.435759 -0.4 -0.3 0.7
C -7.016801 19.461130 -47.927690 0.2 0.4 -0.5
O -8.406548 19.635817 -47.668963 0.1 -0.2 -0.3
H -7.323800 17.888211 -49.318455 0.0 -0.2 0.0
H -6.994594 17.374215 -47.642642 0.0 -0.2 -0.3
H -5.664443 17.874039 -48.684219 0.0 0.3 0.0
H -6.724179 20.167059 -48.719925 0.2 0.2 0.4
H -6.515723 19.706734 -46.989313 0.1 0.0 -0.2
H -8.807166 19.678430 -48.545724 -0.3 -0.1 0.2
O -6.689685 25.083519 -48.575934 0.0 -0.1 0.5
S -6.410827 24.609849 -47.250338 0.8 -1.0 0.9
O -7.395565 24.581647 -46.204401 0.4 -0.1 -0.9
O -5.805023 23.083503 -47.358025 -0.7 1.5 0.0
C -5.137623 22.753420 -48.598179 -0.1 -0.7 0.5
C -4.110216 21.689634 -48.246477 0.5 0.4 -1.1
C -4.928394 25.384242 -46.589255 -0.6 -0.4 -0.3
H -4.625253 23.595410 -49.066414 -0.2 0.2 0.3
H -5.929165 22.406728 -49.264944 0.3 -0.1 -0.2
H -3.479604 22.003590 -47.415478 -0.2 0.0 0.2
H -3.434420 21.656833 -49.109741 0.0 -0.3 0.0
H -4.506012 20.690096 -48.102050 -0.2 0.1 0.2
H -4.198110 25.366468 -47.394729 0.1 0.4 0.0
H -4.572499 24.766234 -45.769754 -0.2 0.0 0.1
H -5.205954 26.367862 -46.221933 0.2 0.1 -0.2
O -8.888873 18.844715 -55.532025 0.1 0.3 0.0
S -8.047357 19.854340 -54.956754 0.2 -0.5 0.6
O -8.494071 21.197539 -54.767630 0.2 -0.4 0.0
O -7.588799 19.331365 -53.496602 -0.1 1.0 -0.7
C -7.368781 17.927029 -53.243652 -0.9 0.0 0.9
C -6.191948 17.853716 -52.279572 0.1 1.1 -0.5
C -6.496729 19.831386 -55.833562 -0.1 0.4 0.5
H -7.350113 17.397805 -54.195428 0.4 -0.2 0.2
H -8.254719 17.617360 -52.680114 -0.1 -0.3 -0.5
H -6.501517 18.228967 -51.304899 -0.2 -0.4 0.1
H -5.508639 18.649834 -52.591858 0.5 -0.5 -0.2
H -5.711031 16.885514 -52.184714 0.0 0.0 -0.1
H -5.732786 20.295206 -55.211820 -0.1 -0.2 0.2
H -6.579061 20.460553 -56.716108 -0.2 -0.4 -0.2
H -6.299256 18.780011 -56.018009 0.2 0.1 -0.3
O -1.581873 16.751069 -45.605635 -0.1 0.7 0.1
S -2.020252 18.109276 -45.515004 0.3 1.0 -0.7
O -2.470361 18.713138 -44.285783 0.4 -0.6 -0.8
O -0.789971 19.038022 -46.120888 -0.6 -1.4 1.0
C -0.783367 20.406648 -45.783049 -0.4 1.9 -1.6
C -0.285529 21.195099 -47.013516 -0.2 0.1 0.7
C -3.217606 18.483257 -46.811122 -0.8 -0.7 0.2
H -0.164697 20.716892 -44.940710 0.0 -0.8 0.2
H -1.792533 20.802407 -45.624174 0.0 -0.4 0.4
H -1.032421 21.304209 -47.798995 -0.1 -0.4 0.0
H 0.620214 20.759288 -47.429073 0.1 0.2 0.1
H -0.122325 22.207446 -46.628333 0.4 0.0 -0.3
H -3.794639 19.338837 -46.470202 0.3 0.2 -0.1
H -3.942119 17.674237 -46.935995 0.2 -0.2 0.6
H -2.807114 18.580687 -47.812788 0.6 0.4 0.3
O -13.175066 20.110064 -45.833534 -0.3 -0.5 0.0
S -13.589689 21.413614 -46.245663 1.2 0.6 -0.8
O -14.370967 22.221744 -45.353092 0.6 -0.1 -0.8
O -12.227489 22.193867 -46.669440 -1.6 0.4 0.7
C -10.978703 21.456240 -46.941106 -1.8 0.6 -0.3
C -10.248293 22.393584 -47.897082 0.5 -1.1 0.6
C -14.416356 21.352623 -47.865119 0.2 0.4 1.1
H -11.358265 20.519453 -47.352866 0.9 -0.2 -0.1
H -10.545472 21.315428 -45.954542 0.5 -0.2 -0.3
H -10.787230 22.561435 -48.825956 -0.3 0.1 0.2
H -9.311146 21.899243 -48.159906 0.2 0.3 0.1
H -10.058747 23.312231 -47.348573 0.1 0.2 -0.3
H -14.423067 22.370209 -48.248541 -0.1 0.0 0.1
H -15.424485 21.024886 -47.624283 0.0 -0.2 -0.3
H -13.881836 20.709033 -48.555741 0.0 -0.2 0.2
O -5.410438 16.909568 -44.466272 -0.4 -0.8 -0.1
S -6.229149 15.775025 -44.824720 -0.7 0.2 -0.8
O -5.763854 14.860448 -45.847180 -0.2 0.7 0.8
O -6.654595 14.953816 -43.521625 0.4 0.3 -0.7
C -5.628273 14.217405 -42.813739 0.0 -0.4 1.1
C -5.971007 14.388560 -41.346793 0.1 0.9 0.0
C -7.888895 16.371773 -45.261684 -0.4 -0.1 0.8
H -4.622093 14.608720 -42.957272 -0.1 0.1 -0.5
H -5.666022 13.165238 -43.091348 -0.1 0.1 -0.4
H -7.022212 14.194654 -41.142049 0.1 -0.3 0.0
H -5.808699 15.447138 -41.123783 0.0 -0.1 0.2
H -5.312249 13.824536 -40.688087 -0.1 -0.2 -0.1
H -7.889877 17.406494 -45.596770 0.5 -0.1 -0.3
H -8.527186 16.386228 -44.374731 0.4 -0.1 0.2
H -8.406842 15.711282 -45.952559 0.5 -0.1 -0.3



Record 2
82
Properties=species:S:1:pos:R:3:forces:R:3 method="wB97M-V/def2-TZVPD" total_charge=-1 total_energy_ha=-5699.31800 orbital_gap_ev=4.88 homo_energy_ev=-5.0
O -2.942471 2.490512 2.506661 -2.3 0.4 0.5
P -4.263698 3.243799 1.592660 -0.2 -0.3 2.4
I -4.204970 2.110047 -0.594505 0.5 0.3 -0.1
C -3.905618 5.115461 1.466938 -0.7 2.5 -1.7
S -2.093764 5.634138 1.599407 -0.4 -0.7 1.1
C -4.340633 5.645036 -0.055969 0.0 0.1 1.5
O -5.793644 5.474591 0.101523 2.6 -0.2 -1.2
B -6.074731 6.299107 1.330061 -0.4 -0.6 -0.8
C -7.597913 6.009654 1.969172 -0.8 0.1 0.1
C -8.219686 4.688776 1.223419 -0.6 0.6 0.1
C -9.704943 4.226704 1.765028 0.9 0.7 0.0
Br -10.339229 2.808047 0.444005 0.1 0.6 0.7
O -4.905269 5.950220 2.212596 2.5 -2.6 0.0
H -3.438239 2.095876 3.308647 1.2 0.9 -2.0
H -1.512306 5.014684 2.739014 -1.2 0.4 -1.2
H -4.010942 6.776080 -0.014631 -0.8 -1.9 -0.3
H -3.775205 5.131479 -0.942398 -1.6 0.6 1.6
H -5.998052 7.399840 0.864126 0.1 1.1 0.5
H -7.532477 5.922655 3.136460 -0.3 -0.2 -2.0
H -8.248991 6.984825 1.751322 1.1 -2.2 0.4
H -7.461443 3.800343 1.335683 -1.6 1.7 -0.4
H -8.364603 4.977769 0.075199 0.5 -0.9 2.5
H -9.692593 3.687516 2.803628 -0.1 1.2 -2.0
H -10.501332 5.094553 1.694178 1.7 -1.9 0.3
O 2.371192 3.064086 -2.945223 -2.2 -2.5 -3.5
P 1.689980 1.920147 -2.154720 3.9 4.5 7.0
N 0.938008 3.060229 -1.097872 -1.1 0.6 0.1
C 0.554057 2.886598 0.298533 -0.2 -0.4 0.2
C -0.042602 3.941557 -1.744263 0.3 0.5 -0.4
N 3.187230 1.447320 -1.427063 1.5 -0.9 -0.2
C 3.502914 1.637249 -0.020090 -0.5 -0.5 0.2
C 4.410064 1.681811 -2.207978 -0.4 0.0 -0.3
N 0.906876 0.605105 -1.245978 -0.4 -1.5 -3.5
C 1.517520 -0.731628 -1.440308 0.5 -0.6 0.4
C -0.499344 0.430603 -1.676082 -0.7 0.3 0.3
H -0.348968 2.280876 0.419619 -0.2 0.0 0.1
H 0.349466 3.859081 0.764617 -0.1 0.0 -0.4
H 1.333136 2.450229 0.917438 0.0 -0.2 -0.3
H -1.007769 3.446293 -1.869459 -0.3 0.1 0.1
H 0.288006 4.266829 -2.734888 0.2 -0.2 0.1
H -0.201312 4.857232 -1.162385 0.0 -0.3 0.1
H 3.532051 2.697810 0.252076 -0.1 0.1 0.1
H 4.475550 1.200110 0.238965 0.0 0.1 -0.4
H 2.795659 1.102937 0.616902 -0.1 0.2 0.0
H 4.735217 2.726084 -2.145992 0.0 0.0 -0.1
H 4.256045 1.419737 -3.260763 0.0 0.3 0.2
H 5.232719 1.047441 -1.857246 -0.2 0.0 0.2
H 1.602313 -0.975887 -2.505187 0.0 -0.2 0.1
H 0.921787 -1.511148 -0.950015 -0.2 0.3 -0.1
H 2.509006 -0.813805 -0.988055 -0.2 0.3 -0.2
H -0.560820 0.219046 -2.749561 -0.1 -0.2 0.1
H -1.103975 1.315595 -1.478021 0.2 0.1 0.0
H -0.982632 -0.385601 -1.126697 0.3 0.1 -0.1
O 2.597173 -3.697763 0.968221 -2.8 0.8 -3.8
P 2.885758 -4.895544 0.030360 5.6 -2.0 7.0
N 2.492722 -6.011505 1.288267 -1.1 -1.0 0.5
C 3.010338 -7.358588 1.500288 0.1 -0.2 -0.3
C 1.090119 -5.978098 1.721563 0.0 0.6 0.4
N 4.592499 -4.617574 0.098001 1.2 0.9 -0.6
C 5.532222 -5.493111 0.780393 -0.1 -0.5 -0.5
C 5.033489 -3.229172 0.292946 -0.4 0.1 -0.2
N 3.217508 -6.272480 -1.047781 -1.8 2.0 -2.5
C 4.034286 -5.943118 -2.240214 0.8 0.0 -0.3
C 1.960299 -6.820868 -1.605986 -0.5 -0.6 0.2
H 2.584425 -8.092007 0.809124 -0.1 -0.2 -0.1
H 2.776332 -7.704871 2.515249 -0.2 0.3 -0.1
H 4.092569 -7.428784 1.434915 -0.1 0.2 -0.2
H 0.445894 -6.541544 1.043322 -0.2 -0.3 0.0
H 0.699560 -4.957522 1.769825 0.3 -0.1 -0.1
H 0.973242 -6.394840 2.728984 0.2 0.0 -0.2
H 5.343761 -5.532945 1.858636 0.0 -0.1 0.1
H 6.569338 -5.165066 0.635488 -0.3 0.3 0.0
H 5.511947 -6.498494 0.355833 -0.2 -0.1 0.2
H 4.965015 -2.927077 1.343718 0.0 0.1 0.0
H 4.434166 -2.541351 -0.314075 0.0 -0.1 0.3
H 6.071175 -3.092740 -0.033848 -0.1 -0.3 0.0
H 3.606436 -5.097581 -2.790514 0.1 -0.2 -0.1
H 4.103427 -6.801896 -2.918932 -0.4 0.0 0.2
H 5.070534 -5.702378 -1.990081 -0.4 0.1 0.2
H 1.404048 -6.053114 -2.155560 0.0 -0.2 -0.2
H 1.302677 -7.215215 -0.831364 0.1 0.2 0.2
H 2.160417 -7.662402 -2.279303 0.1 0.3 0.1



Record 3
80
Properties=species:S:1:pos:R:3:forces:R:3 method="wB97M-V/def2-TZVPD" total_charge=+3 total_energy_ha=-2118.37891 orbital_gap_ev=8.84 homo_energy_ev=-16.3
C 2.186474 -4.727853 -0.889987 -1.6 1.4 -1.5
C 1.464130 -3.379999 -1.154308 0.9 1.2 -0.2
C 1.073696 -3.068451 -2.633566 -0.1 0.3 0.9
O 0.112191 -1.953436 -2.755599 1.9 -1.0 0.3
C 0.644953 -0.591189 -2.535789 1.1 -4.8 -1.2
N 0.278908 -3.205879 -0.296392 6.6 -10.3 0.9
H -0.325467 -4.009282 -0.393190 -0.5 -0.4 -0.4
H 0.613632 -3.256103 0.655206 0.0 -0.2 0.1
H -0.275184 -2.375950 -0.452329 1.9 -3.8 -1.5
H 3.021142 -4.780260 -1.589046 0.2 -0.3 0.4
H 1.413300 -5.426512 -1.209621 0.4 -0.8 0.3
H 2.439534 -4.822943 0.165954 0.2 -0.2 -0.2
H 2.089732 -2.558086 -0.806210 -0.1 -0.9 -0.5
H 0.700217 -4.014498 -3.025505 -0.8 0.4 -0.5
H 2.003416 -2.885843 -3.172441 0.0 0.3 -0.2
H 1.393223 -0.413023 -3.308089 0.5 -0.8 0.2
H 1.013225 -0.436591 -1.521605 0.6 -0.9 -2.1
H -0.167520 0.118380 -2.692256 0.8 -2.7 0.7
C 2.232947 3.535600 -1.721707 -0.6 0.3 -0.1
C 0.983975 2.548167 -1.670754 0.8 1.1 -0.2
C 0.765516 1.889121 -3.086682 1.4 2.0 1.9
O -0.472477 1.323589 -3.130073 -3.4 3.2 -2.9
C -0.769747 0.798058 -4.428631 -1.8 -0.2 -2.1
N 1.126117 1.512931 -0.527740 5.1 8.3 -1.1
H 0.944105 1.941327 0.368616 0.7 0.8 0.3
H 0.461783 0.753146 -0.489233 0.5 0.5 -0.6
H 2.043596 1.094758 -0.586669 0.1 4.0 -1.2
H 2.463826 4.136386 -0.842015 -0.1 -0.9 0.8
H 2.035959 4.409044 -2.343301 -0.6 -0.4 -0.7
H 3.170489 3.151716 -2.123893 -0.1 -0.5 0.1
H 0.123268 3.151768 -1.382741 -0.2 -0.1 -0.3
H 1.537277 1.124109 -3.171627 0.2 0.8 -0.6
H 0.842589 2.668081 -3.845227 0.4 0.0 0.0
H -0.105951 0.058782 -4.876914 0.6 0.1 0.7
H -0.998081 1.485737 -5.242923 0.9 1.2 0.4
H -1.752010 0.331735 -4.504796 -0.1 -0.4 1.3
C 2.988794 -1.497473 4.425765 0.1 -0.1 -0.1
C 2.405668 -2.030543 3.088387 2.1 2.2 0.2
C 2.995255 -1.162080 1.928411 0.6 0.1 0.0
O 2.607801 -1.570914 0.665889 5.1 -0.4 -1.3
C 2.750588 -0.555189 -0.377339 2.5 -1.3 1.5
N 2.998352 -3.407219 2.900606 -2.7 -1.2 -0.1
H 3.809763 -3.550835 2.316584 0.9 0.6 0.1
H 3.010092 -3.927769 3.766053 1.1 0.1 0.9
H 2.305373 -3.994193 2.458635 -0.5 -0.2 -0.9
H 3.207332 -0.431619 4.360254 -0.4 0.0 0.2
H 3.951936 -1.938296 4.682926 0.1 -0.2 -0.3
H 2.351190 -1.739408 5.276085 -0.2 0.3 -0.1
H 1.318861 -1.990947 3.161668 0.1 -0.8 -0.5
H 4.077254 -1.282786 1.981288 0.4 0.2 0.5
H 2.812131 -0.088655 1.976767 -0.4 0.1 1.0
H 2.106179 0.292737 -0.145286 1.5 -5.3 1.9
H 2.600145 -0.979255 -1.370136 -0.1 -0.1 0.7
H 3.741896 -0.110916 -0.466928 0.7 -0.3 0.6
C -3.132339 3.408788 3.169816 0.1 -0.3 -0.8
C -3.433408 3.352976 1.639135 0.0 -0.5 0.7
C -4.324102 2.172327 1.212027 -1.8 -0.3 -0.4
O -4.895917 2.216286 -0.138064 0.5 1.1 0.5
C -5.853597 1.170166 -0.388290 0.5 -1.3 0.7
N -4.087628 4.649313 1.327524 -0.1 0.7 -1.3
H -4.867893 4.918690 1.909543 -0.3 -0.2 0.7
H -3.426741 5.412907 1.311580 0.4 0.4 0.5
H -4.463370 4.689306 0.390865 -0.4 -0.6 -0.8
H -2.230429 3.994159 3.348676 0.1 -0.1 -0.1
H -2.968451 2.395758 3.537264 -0.1 0.1 0.2
H -3.917094 3.912096 3.734567 -0.2 -0.4 0.0
H -2.467778 3.372504 1.133901 -0.2 -0.1 -0.4
H -5.158974 2.121331 1.910942 -0.3 0.3 0.3
H -3.818963 1.213502 1.328606 -1.2 2.1 0.2
H -6.816278 1.224523 0.120012 0.1 0.8 0.3
H -5.407067 0.240378 -0.035859 0.1 -0.3 0.2
H -6.081651 0.939088 -1.428816 0.5 1.0 -0.2
C -1.696201 -0.503062 1.607318 0.7 -1.0 -3.0
F -2.041631 -1.679997 2.135107 0.0 1.3 -0.1
F -2.786531 0.216824 1.180431 3.1 -3.0 0.7
F -0.953387 0.212583 2.414412 -0.2 0.4 1.0
S -0.525362 -0.862853 0.039471 -7.0 2.7 1.8
O -1.211875 -1.954245 -0.635204 -8.8 6.5 -0.7
O -0.494616 0.336026 -0.791009 -9.0 -3.6 2.2
O 0.709889 -1.330551 0.557498 -3.1 4.0 2.0